88
Properties=species:S:1:pos:R:3 method="wB97M-V/def2-TZVPD" relative_energy_kcal_mol=0.00 homo_energy_ev=-12.17 molar_mass_g_mol=827.04 lumo_ha=-0.1373 total_charge=+1 spin_multiplicity=1
Zn -1.84 1.16 -0.37
N -0.20 0.34 -0.96
S 0.85 -0.46 -0.04
O 1.75 0.41 0.63
O 1.17 -1.77 -0.46
F -0.19 -0.73 1.17
S 0.61 0.19 -2.43
O 0.42 -1.05 -3.10
O 1.87 0.84 -2.49
F -0.32 1.22 -3.23
C 6.65 0.44 3.43
O 5.56 0.14 2.61
C 5.78 0.01 1.30
O 6.86 0.15 0.79
O 4.62 -0.29 0.72
C 4.73 -0.55 -0.67
H 7.32 -0.42 3.52
H 6.30 0.71 4.42
H 7.28 1.25 3.07
H 3.88 -0.18 -1.23
H 4.83 -1.60 -0.95
H 5.62 -0.18 -1.18
C -0.93 4.90 -2.92
O -0.59 5.05 -1.54
C -0.75 4.07 -0.70
O -1.33 3.02 -0.98
O -0.22 4.26 0.47
C 0.52 5.43 0.83
H -0.31 5.58 -3.50
H -1.95 5.21 -3.14
H -0.83 3.87 -3.26
H 0.54 5.42 1.92
H 0.00 6.30 0.44
H 1.56 5.42 0.51
C -5.21 -1.34 -1.35
O -4.19 -2.19 -0.86
C -3.21 -1.72 -0.12
O -3.00 -0.55 0.15
O -2.43 -2.66 0.34
C -2.71 -4.06 0.33
H -4.80 -0.76 -2.18
H -5.55 -0.62 -0.60
H -6.08 -1.89 -1.71
H -3.58 -4.33 -0.27
H -2.85 -4.40 1.35
H -1.85 -4.55 -0.11
C 2.41 -2.23 2.88
O 1.17 -2.42 3.60
C 0.87 -1.56 4.56
O 1.52 -0.60 4.87
O -0.26 -1.97 5.13
C -0.77 -1.13 6.16
H 2.45 -3.00 2.12
H 3.28 -2.21 3.52
H 2.26 -1.25 2.41
H -1.06 -0.16 5.77
H -0.04 -1.01 6.96
H -1.64 -1.66 6.53
C -0.25 3.06 4.43
O -0.46 2.68 3.02
C -1.47 1.90 2.74
O -1.64 1.44 1.62
O -2.23 1.60 3.77
C -3.26 0.63 3.52
H -0.03 2.15 4.98
H -1.05 3.64 4.88
H 0.67 3.63 4.31
H -2.84 -0.36 3.34
H -3.90 0.93 2.68
H -3.91 0.65 4.39
C -1.79 -2.94 -2.98
O -1.43 -4.32 -2.89
C -0.50 -4.91 -3.65
O -0.26 -6.07 -3.54
O 0.11 -4.05 -4.45
C 0.94 -4.59 -5.46
H -2.87 -2.95 -3.16
H -1.32 -2.41 -3.79
H -1.55 -2.49 -2.02
H 1.81 -5.15 -5.12
H 1.33 -3.77 -6.06
H 0.35 -5.26 -6.08
C -1.83 2.61 -6.04
C -0.59 3.35 -6.24
N 0.39 3.91 -6.40
H -2.65 2.96 -6.67
H -2.11 2.67 -4.99
H -1.67 1.57 -6.32



23
Properties=species:S:1:pos:R:3 method="wB97M-V/def2-TZVPD" relative_energy_kcal_mol=52.17 homo_energy_ev=-9.10 molar_mass_g_mol=199.22 lumo_ha=-0.0142 spin_multiplicity=1
C -0.75 -2.33 0.01
C 3.11 -0.28 -0.34
C -2.01 -0.23 0.18
C -2.03 1.30 -0.14
C -0.62 -0.77 -0.14
C 1.96 0.71 -0.47
N 0.39 -0.38 0.79
O 0.24 -2.83 0.76
O -1.54 -3.11 -0.45
F 1.37 0.84 -1.59
F 1.97 1.78 0.38
S -3.57 2.10 0.32
H 2.86 -1.01 0.48
H 3.88 0.38 -0.07
H 3.34 -0.72 -1.28
H -2.71 -0.80 -0.48
H -2.26 -0.35 1.14
H -1.74 1.51 -1.16
H -1.37 1.72 0.49
H -0.39 -0.55 -1.12
H 0.03 0.52 1.27
H 0.67 -2.04 1.22
H -4.58 1.32 -0.41



5
Properties=species:S:1:pos:R:3 method="wB97M-V/def2-TZVPD" relative_energy_kcal_mol=16.55 homo_energy_ev=-11.03 molar_mass_g_mol=42.04 lumo_ha=0.0140 smiles=N#CN spin_multiplicity=1
C -0.96 1.21 -0.78
N -1.54 2.04 -1.31
N -0.07 -0.04 -0.51
H 0.81 0.38 -0.19
H -0.53 -0.66 0.15



26
Properties=species:S:1:pos:R:3 method="wB97M-V/def2-TZVPD" relative_energy_kcal_mol=1.35 s2=2.024 homo_energy_ev="-8.97 / -12.73" molar_mass_g_mol=164.23 lumo_ha="-0.0908 / -0.2426" total_charge=+1 spin_multiplicity=3
C -3.30 -0.93 -3.14
C -2.99 -2.05 -2.37
C -2.81 0.34 -2.75
C -2.20 -1.87 -1.25
C -1.85 0.48 -1.73
C -1.52 -0.66 -1.00
C 3.00 1.21 2.34
C 3.58 1.22 0.97
C -0.53 -1.50 1.17
C -0.54 -0.52 0.05
N 2.16 1.70 1.17
O 0.42 0.30 -0.09
H -4.06 -0.91 -3.98
H -3.54 -2.97 -2.59
H -3.15 1.24 -3.45
H -1.90 -2.76 -0.76
H -1.31 1.43 -1.64
H 2.78 0.27 2.67
H 3.40 2.09 2.99
H 4.13 2.14 0.69
H 3.78 0.20 0.55
H 0.17 -2.39 1.15
H -0.15 -1.00 1.98
H -1.49 -1.90 1.35
H 1.95 2.65 0.99
H 1.46 1.09 0.80



8
Properties=species:S:1:pos:R:3 method="wB97M-V/def2-TZVPD" relative_energy_kcal_mol=125.71 homo_energy_ev="-8.56 / -8.56" molar_mass_g_mol=145.01 lumo_ha="-0.1115 / -0.1115" spin_multiplicity=1
C -0.21 0.73 -0.70
C 0.44 0.21 0.30
O -0.08 1.96 -1.20
S 0.29 -2.99 1.10
Cl -1.46 -0.22 -1.49
Cl 1.72 0.39 1.30
H -0.88 2.14 -1.63
H 0.18 -2.22 2.32



89
Properties=species:S:1:pos:R:3 method="wB97M-V/def2-TZVPD" relative_energy_kcal_mol=0.00 s2=2.004 homo_energy_ev="-10.41 / -10.37" molar_mass_g_mol=767.41 lumo_ha="-0.0738 / -0.0739" total_charge=+1 spin_multiplicity=3
Ni -0.57 1.13 1.07
N -1.18 1.56 3.09
C -2.57 1.87 3.40
C -3.16 2.89 2.43
C -3.28 2.20 1.06
O -4.41 1.80 0.71
O -2.24 2.01 0.38
H -0.86 0.76 3.63
H -0.58 2.36 3.31
H -2.68 2.24 4.43
H -3.15 0.94 3.33
H -2.50 3.76 2.36
H -4.15 3.20 2.76
O 0.29 0.61 -0.81
P 0.16 -0.75 -1.40
C 0.68 -2.08 -0.23
P 1.67 -1.22 1.07
O 0.88 -0.22 1.84
C 2.28 -2.50 2.19
C 3.40 -3.28 1.91
C 3.84 -4.20 2.84
C 3.18 -4.34 4.06
C 2.06 -3.57 4.33
C 1.61 -2.65 3.40
C 3.08 -0.50 0.21
C 3.52 0.74 0.64
C 4.64 1.31 0.07
C 5.33 0.63 -0.93
C 4.88 -0.61 -1.37
C 3.75 -1.17 -0.80
C -1.56 -1.05 -1.89
C -2.25 -2.24 -1.74
C -3.60 -2.29 -2.05
C -4.25 -1.15 -2.49
C -3.56 0.04 -2.65
C -2.21 0.09 -2.36
C 1.23 -0.83 -2.87
C 2.10 0.23 -3.09
C 2.86 0.27 -4.25
C 2.74 -0.75 -5.18
C 1.89 -1.81 -4.95
C 1.13 -1.86 -3.79
H 1.25 -2.86 -0.73
H -0.18 -2.52 0.27
H 3.94 -3.15 0.99
H 4.70 -4.81 2.63
H 3.54 -5.05 4.79
H 1.55 -3.67 5.27
H 0.75 -2.04 3.59
H 2.96 1.25 1.41
H 5.00 2.27 0.40
H 6.21 1.07 -1.37
H 5.40 -1.13 -2.16
H 3.40 -2.13 -1.15
H -1.75 -3.12 -1.37
H -4.14 -3.22 -1.94
H -5.31 -1.18 -2.72
H -4.07 0.94 -2.99
H -1.65 1.00 -2.48
H 2.17 1.02 -2.36
H 3.53 1.10 -4.43
H 3.32 -0.71 -6.10
H 1.80 -2.60 -5.69
H 0.45 -2.68 -3.61
S -1.88 -1.03 1.40
C -3.46 -1.56 1.13
N -4.48 -0.75 0.73
C -5.73 -1.22 0.64
C -6.00 -2.53 0.92
C -4.90 -3.33 1.27
N -3.68 -2.86 1.37
H -4.34 0.29 0.56
H -6.49 -0.50 0.37
H -6.99 -2.94 0.87
H -5.01 -4.38 1.50
C 0.21 5.54 0.88
P 0.78 3.96 0.17
C 2.51 4.21 -0.35
C -0.19 3.70 -1.35
O 0.66 2.86 1.18
H 0.54 6.39 0.28
H 0.61 5.63 1.89
H -0.88 5.53 0.92
H 2.59 5.07 -1.01
H 2.86 3.32 -0.88
H 3.12 4.36 0.53
H -0.17 4.58 -1.98
H -1.21 3.46 -1.05
H 0.21 2.84 -1.89